# 1
Entry from the OMol25 dataset: C6H12CrF8N5O18S4 as an isolated structure at a distorted geometry (the ωB97M-V functional and the def2-TZVPD basis).

HOMO-LUMO gap (spin up / spin down)   0.2925 / 0.3036 Eh
Net charge   -1
Multiplicity   5

Structure (XYZ):
```
54
Properties=species:S:1:pos:R:3:forces:R:3:mulliken_charge:R:1
Cr 35.88122 3.75637 -25.97060 0.68 0.22 1.36 1.420
C 37.70826 6.78143 -22.79444 0.45 -2.58 -0.82 0.576
F 38.69187 6.96606 -21.92308 -0.55 0.32 0.70 -0.222
F 36.60758 7.44236 -22.49567 0.44 0.93 0.14 -0.244
F 38.23945 7.19256 -23.96811 -0.45 0.17 0.01 -0.246
S 37.25822 4.91353 -22.87930 1.18 -1.93 2.22 1.155
O 36.63539 4.65620 -24.18074 0.60 0.42 -0.59 0.032
O 38.50844 4.22194 -22.57167 -1.06 1.36 -1.28 -0.676
O 36.29074 4.73880 -21.81119 -0.36 0.75 -0.25 -0.800
C 39.33546 1.12887 -27.00720 -0.89 0.57 1.81 0.558
F 40.15638 2.19291 -27.01402 0.60 -0.36 -0.22 -0.233
F 38.57123 1.25658 -28.08031 -0.28 -0.44 -0.66 -0.216
F 40.01272 -0.02203 -27.04583 0.14 0.54 -0.38 -0.224
S 38.32787 1.22485 -25.39774 -0.21 -1.81 1.29 1.137
O 37.27130 2.18693 -25.68980 -0.45 0.67 -1.04 -0.339
O 37.81084 -0.11825 -25.16400 0.54 1.01 -0.80 -0.704
O 39.24284 1.71866 -24.41188 0.53 -0.02 -0.38 -0.655
N 34.30784 3.58583 -27.23658 -4.41 1.05 -3.22 0.177
S 33.53143 2.26673 -27.72036 3.02 -7.04 1.58 0.838
O 33.72098 1.92216 -29.10228 -1.10 0.99 0.46 -0.600
O 32.35899 1.87031 -26.99610 0.08 1.13 -0.80 -0.586
F 34.63011 1.29020 -27.06769 -0.13 0.26 0.17 -0.261
S 33.14831 4.52561 -28.14708 1.71 5.87 1.22 0.839
O 31.86665 4.66803 -27.52606 0.28 -1.10 -0.38 -0.592
O 33.29521 4.57165 -29.56306 -0.13 -0.72 0.73 -0.529
F 33.80411 5.94887 -27.69546 0.10 -0.71 -0.23 -0.282
C 38.69136 5.15822 -29.33263 -0.99 0.02 0.57 -0.904
N 37.28860 4.82301 -28.87507 -0.33 -0.22 0.08 0.764
O 36.37011 5.07727 -29.60313 0.14 0.23 -0.25 -0.482
O 37.16228 4.24848 -27.80270 0.68 0.00 0.39 -0.308
H 39.31286 5.24006 -28.44677 0.04 -0.20 -0.06 0.297
H 38.57843 6.10996 -29.84148 0.23 -0.17 -0.28 0.329
H 38.95074 4.31494 -29.96586 0.29 0.21 -0.12 0.317
C 36.91030 8.65849 -25.79226 -0.43 -0.17 0.93 -0.860
N 36.37206 7.51600 -26.58039 0.53 -0.63 -1.17 0.630
O 36.36144 6.38372 -26.12883 0.08 0.87 0.67 -0.295
O 36.05298 7.75326 -27.72417 -0.20 0.51 -0.39 -0.525
H 37.98601 8.55356 -25.67730 -0.12 -0.16 -0.28 0.302
H 36.46358 8.54923 -24.80469 0.05 0.23 -0.06 0.205
H 36.64632 9.59435 -26.26947 -0.13 -0.19 -0.20 0.333
C 33.46967 2.88098 -22.53299 -0.05 0.98 1.00 -0.726
N 34.34503 2.02119 -23.33350 -0.88 -0.92 -0.65 0.684
O 34.45818 0.85988 -23.02893 0.27 0.19 0.32 -0.497
O 34.78165 2.49063 -24.36654 0.27 0.36 -0.32 -0.273
H 32.66890 3.27013 -23.15648 0.18 -0.13 -0.24 0.230
H 34.07802 3.70895 -22.16354 0.11 0.05 -0.21 0.202
H 33.06702 2.35081 -21.67598 0.14 -0.35 -0.21 0.335
C 32.50156 7.24641 -25.17552 -0.26 1.87 -0.49 -0.934
N 33.66104 6.54300 -24.58626 -0.65 -0.67 -0.12 0.846
O 33.75121 5.35095 -24.79591 0.06 -0.04 0.00 -0.391
O 34.41720 7.19618 -23.90612 0.06 0.16 -0.06 -0.515
H 32.87708 8.24240 -25.41621 0.10 -0.07 -0.07 0.372
H 31.72706 7.45356 -24.43924 0.16 -0.59 0.30 0.318
H 32.08017 6.83600 -26.08695 0.32 -0.74 0.27 0.222
```
Positions in Å, forces in eV/Å.

# 2
Entry from the OMol25 dataset: a 4-piece molecular cluster, C26H29NO8S overall at a distorted geometry (the ωB97M-V functional and the def2-TZVPD basis).

HOMO-LUMO gap   0.2950 Eh
SMILES   O=CCc1ccc2c(c1)N(O)c1ccccc1S2.O=C1CCCO1.O=C1CCCO1.O=C1CCCO1

Structure (XYZ):
```
65
Properties=species:S:1:pos:R:3:forces:R:3:mulliken_charge:R:1
O 1.44657 -3.30185 2.03938 -0.32 2.32 -4.22 -0.577
C 1.38510 -2.77333 0.88338 0.46 -1.17 3.07 0.014
C 1.43700 -1.16607 0.66736 -1.07 -0.35 -0.16 -0.364
C 0.09624 -0.69555 -0.11228 -2.79 1.06 -1.84 0.497
C 0.12140 -0.00759 -1.51737 -2.75 -0.41 0.90 -0.721
C -1.18639 0.40650 -2.28855 -0.38 -2.09 4.16 -0.558
C -2.54085 0.11924 -1.59537 1.88 -1.24 1.91 0.324
C -2.62167 -0.54092 -0.16542 4.00 0.44 -1.17 0.004
C -1.28915 -0.94077 0.57104 0.37 1.35 -3.31 -0.151
N -3.92210 -0.78725 0.49011 0.42 -0.42 -3.54 0.095
O -3.79660 -1.34360 1.71994 0.16 -0.72 1.19 -0.438
C -4.87956 -1.50792 -0.37150 -2.97 -2.34 -1.97 0.242
C -5.63820 -2.77883 0.15734 -0.38 1.47 -3.62 -0.407
C -6.64317 -3.50271 -0.81252 1.81 2.92 -0.77 -0.410
C -6.93389 -2.97399 -2.26205 2.27 1.39 2.34 -0.392
C -6.20132 -1.70880 -2.78603 1.10 -1.24 3.72 -0.431
C -5.18923 -1.01482 -1.83717 -0.58 -2.11 1.50 0.386
S -4.20677 0.48843 -2.36310 0.61 -1.56 0.97 -0.274
H 1.31610 -3.51798 0.00283 0.04 1.53 0.84 0.275
H 2.38811 -0.85647 0.09095 -1.64 -0.56 0.84 0.456
H 1.44648 -0.68951 1.72093 0.07 -0.83 -1.77 0.053
H 1.10188 0.23091 -2.06983 -1.61 -0.55 1.25 0.290
H -1.16981 0.89475 -3.31897 0.05 -0.85 1.72 0.330
H -1.26373 -1.41702 1.60946 -0.28 0.85 -1.70 0.227
H -3.40795 -2.25110 1.66951 -0.17 0.60 -0.40 0.315
H -5.44690 -3.14863 1.23160 -0.53 0.63 -2.08 0.251
H -7.14570 -4.44323 -0.38693 0.74 1.67 -0.98 0.291
H -7.66888 -3.54934 -2.93021 1.30 1.09 1.19 0.297
H -6.33727 -1.26256 -3.83656 0.16 -0.95 1.90 0.296
O 1.52818 1.96604 0.64519 0.29 0.70 0.57 -0.539
C 1.26822 2.45580 1.71451 0.19 -0.71 -0.74 0.409
C 0.10940 2.07555 2.59519 -0.40 0.36 0.16 -0.146
C 0.05001 3.23888 3.56191 -0.51 0.07 0.36 -0.629
C 1.49049 3.69096 3.61755 0.08 0.38 0.53 -0.402
O 2.02272 3.41576 2.31589 -0.14 -0.25 -0.44 -0.334
H 0.34053 1.13544 3.10245 -0.05 -0.04 -0.13 0.222
H -0.81024 1.98534 2.01684 0.22 -0.34 -0.08 0.252
H -0.35683 2.97650 4.53996 0.09 0.08 -0.05 0.352
H -0.57241 4.03464 3.14027 0.07 -0.06 0.07 0.282
H 2.07306 3.13390 4.35731 -0.01 0.02 -0.07 0.249
H 1.57611 4.75802 3.83122 0.24 -0.11 -0.16 0.323
O 3.78119 7.24529 3.15073 0.13 0.45 -0.69 -0.580
C 3.77537 7.27176 1.94640 -0.29 -0.19 1.00 0.487
C 3.51006 6.09820 1.04388 0.36 -0.12 -0.40 -0.062
C 4.01131 6.60442 -0.29161 0.09 -0.42 -0.49 -0.577
C 3.79045 8.09474 -0.17907 0.01 0.23 -0.47 -0.411
O 3.97053 8.39896 1.20850 0.06 -0.18 0.41 -0.360
H 2.43639 5.89762 1.02648 0.08 -0.10 0.13 0.108
H 4.06115 5.21756 1.37228 -0.36 0.04 0.22 0.207
H 3.50455 6.15745 -1.14864 0.04 0.10 0.05 0.334
H 5.08151 6.39402 -0.38549 -0.11 0.04 -0.03 0.284
H 2.77785 8.38841 -0.47188 0.04 -0.01 0.04 0.246
H 4.50860 8.66067 -0.77522 -0.09 0.12 0.24 0.329
O 1.93827 -3.84442 -3.15680 0.18 -0.45 0.78 -0.588
C 1.99967 -4.92054 -2.62127 0.08 0.86 -0.86 0.522
C 1.48343 -6.21478 -3.18795 -0.33 -0.36 0.25 -0.349
C 1.46653 -7.11156 -1.96841 -0.35 -0.56 -0.03 -0.539
C 2.58516 -6.54114 -1.12820 0.18 -0.40 0.42 -0.377
O 2.59538 -5.13782 -1.41575 -0.20 0.29 -0.25 -0.357
H 2.18084 -6.57407 -3.94838 -0.08 0.12 -0.06 0.255
H 0.48593 -6.08893 -3.60854 0.26 0.16 -0.23 0.281
H 1.59878 -8.16983 -2.19994 0.04 0.09 0.09 0.327
H 0.51299 -6.99801 -1.44277 0.11 -0.04 -0.02 0.266
H 3.56048 -6.95881 -1.39528 -0.04 0.06 0.00 0.281
H 2.41457 -6.69601 -0.06135 0.14 0.24 -0.08 0.312
```
Positions in Å, forces in eV/Å.

# 3
Entry from the OMol25 dataset: the molecule C5H5NO at a distorted geometry (the ωB97M-V functional and the def2-TZVPD basis).

HOMO-LUMO gap   0.3571 Eh
SMILES   C#C[C@@H](C#N)CO
Energy relative to the best compared isomer or geometry (same formula, charge and spin)   110.1 kcal/mol

Structure (XYZ):
```
12
Properties=species:S:1:pos:R:3:forces:R:3:mulliken_charge:R:1
C 0.60009 2.07818 -0.31875 0.34 -0.63 -0.25 -0.392
C 0.24144 0.91437 -0.36591 2.23 0.20 -0.62 -0.294
C 0.33750 -0.58639 -0.39260 0.04 0.77 -0.06 0.579
C 1.50348 -0.99225 0.41016 0.72 -0.28 0.57 -0.012
N 2.43938 -1.24236 1.04208 -1.01 0.12 -0.65 -0.380
C -1.05131 -0.88374 0.17419 -0.95 1.58 0.20 -0.493
O -1.61313 0.51841 -0.02416 -1.59 -1.33 0.04 -0.563
H 1.49791 2.63803 -0.43993 -0.11 0.63 0.14 0.315
H 0.47883 -0.93703 -1.42467 -0.13 0.00 0.29 0.273
H -1.03689 -1.27689 1.19824 -0.15 0.46 -0.22 0.336
H -1.68835 -1.49136 -0.47472 0.26 0.09 0.27 0.229
H -1.70895 1.26100 0.61609 0.34 -1.60 0.29 0.400
```
Positions in Å, forces in eV/Å.

# 4
Entry from the OMol25 dataset: the molecule C5H9N2O2P at a distorted geometry (the ωB97M-V functional and the def2-TZVPD basis).

HOMO-LUMO gap   0.3312 Eh
SMILES   COc1np(C)c(=O)n1C
Energy relative to the best compared isomer or geometry (same formula, charge and spin)   44.2 kcal/mol

Structure (XYZ):
```
19
Properties=species:S:1:pos:R:3:forces:R:3:mulliken_charge:R:1
C -2.51016 0.94257 -0.70790 0.73 4.27 2.23 -0.668
O -1.11841 1.45510 -0.62520 2.10 0.80 -0.11 -0.352
C 0.18327 0.97496 -0.56767 1.18 -0.05 0.18 0.642
N 1.34537 1.69143 -0.55328 -4.65 -0.99 0.30 -0.615
P 2.68092 0.67122 -0.64408 0.77 -0.11 0.31 0.025
C 3.65034 0.76423 0.94984 0.16 -0.25 1.70 -0.838
C 1.73300 -0.86143 -0.36236 -1.51 -0.11 -0.80 0.568
O 2.01592 -2.04015 -0.35811 -0.10 1.02 0.34 -0.571
N 0.32385 -0.39760 -0.47052 1.55 -0.89 -0.99 0.085
C -0.60654 -1.45522 -0.80746 -1.70 0.04 0.21 -1.027
H -2.82202 0.46389 0.18866 0.24 -0.76 0.87 0.336
H -3.08162 1.99953 -0.61275 1.08 -2.68 -1.06 0.238
H -2.67011 0.32390 -1.51943 -0.40 -0.69 -1.90 0.319
H 3.29150 0.16179 1.87807 0.38 0.65 -1.89 0.269
H 3.61536 1.81214 1.33722 0.32 -0.62 -0.67 0.327
H 4.71314 0.45354 0.70794 -1.25 0.50 0.37 0.267
H -1.23518 -1.55861 0.06298 -0.73 -0.27 0.14 0.371
H -1.29355 -1.43025 -1.72826 1.51 0.60 1.09 0.225
H -0.02669 -2.35702 -0.81578 0.32 -0.45 -0.34 0.401
```
Positions in Å, forces in eV/Å.